ORCA calculation (ωB97M-V/def2-TZVPD) on a structure of composition C42H49ClCrN5O5SSi.

Last column: Löwdin charge in e.
Element x y z (Å)
1 Cr -0.497 0.113 0.423  0.87
2 Cl -2.322 6.754 2.417  0.64
3 C -1.912 5.068 2.290  -0.68
4 C -1.202 4.451 3.324  -0.09
5 C -0.892 3.116 3.238  0.00
6 C -1.234 2.344 2.104  -0.33
7 O -0.906 1.093 2.051  -0.14
8 C -1.947 2.994 1.053  -0.13
9 C -2.325 2.320 -0.149  -0.03
10 N -2.019 1.101 -0.457  0.02
11 C -2.395 0.545 -1.697  -0.19
12 C -3.470 0.929 -2.486  -0.03
13 C -3.719 0.285 -3.690  -0.10
14 C -2.899 -0.754 -4.104  -0.04
15 C -1.817 -1.162 -3.330  -0.16
16 C -0.990 -2.311 -3.636  -0.04
17 C 0.090 -2.574 -2.898  -0.10
18 C 0.518 -1.655 -1.816  -0.53
19 N -0.511 -0.832 -1.286  -0.10
20 C -1.540 -0.498 -2.118  -0.18
21 C -2.281 4.355 1.182  -0.06
22 H -0.896 5.031 4.184  0.11
23 H -0.347 2.623 4.032  0.12
24 H -2.879 2.917 -0.873  0.13
25 H -4.142 1.711 -2.154  0.11
26 H -4.567 0.584 -4.291  0.10
27 H -3.108 -1.274 -5.032  0.11
28 H -1.279 -2.950 -4.463  0.12
29 H 0.734 -3.414 -3.106  0.09
30 H 1.044 -2.172 -1.015  0.08
31 H -2.825 4.845 0.384  0.11
32 C 2.511 -2.062 2.476  0.00
33 C 1.259 -1.570 1.830  -0.23
34 N 1.193 -0.464 1.152  -0.06
35 N 2.256 0.342 1.010  0.12
36 C 1.890 1.406 0.295  -0.43
37 O 0.696 1.584 -0.121  -0.09
38 C 2.914 2.414 -0.026  -0.16
39 C 2.675 3.290 -1.082  -0.02
40 C 3.616 4.251 -1.408  -0.07
41 C 4.790 4.348 -0.673  -0.09
42 C 5.030 3.474 0.378  -0.08
43 C 4.097 2.502 0.701  -0.03
44 C -0.017 -2.257 1.918  -0.18
45 C -0.202 -3.470 2.577  0.01
46 C -1.460 -4.042 2.609  -0.04
47 C -2.515 -3.389 1.987  -0.04
48 C -2.261 -2.187 1.353  -0.07
49 N -1.056 -1.631 1.313  0.03
50 H 3.316 -1.373 2.236  0.07
51 H 2.766 -3.059 2.112  0.09
52 H 2.391 -2.112 3.560  0.09
53 H 1.754 3.190 -1.640  0.12
54 H 3.438 4.926 -2.236  0.10
55 H 5.521 5.109 -0.919  0.10
56 H 5.949 3.551 0.946  0.10
57 H 4.267 1.808 1.513  0.11
58 H 0.643 -3.950 3.051  0.12
59 H -1.620 -4.985 3.113  0.11
60 H -3.513 -3.802 1.990  0.11
61 H -3.051 -1.641 0.851  0.13
62 C 6.513 -0.346 -1.064  -0.02
63 C 5.891 -0.312 -2.455  -0.63
64 C 6.927 -0.633 -3.529  -0.02
65 C 5.254 1.048 -2.719  -0.03
66 O 4.899 -1.346 -2.466  -0.15
67 Si 3.552 -1.585 -3.333  0.00
68 S 1.914 -0.456 -2.501  0.80
69 O 3.202 -3.172 -3.298  -0.14
70 C 3.807 -4.310 -2.671  -0.63
71 C 2.999 -5.521 -3.127  -0.03
72 C 5.257 -4.454 -3.133  -0.02
73 C 3.732 -4.143 -1.155  -0.02
74 O 3.868 -1.034 -4.829  -0.15
75 C 3.216 -0.934 -6.105  -0.64
76 C 1.806 -1.511 -6.101  -0.04
77 C 4.091 -1.716 -7.081  -0.03
78 C 3.176 0.548 -6.461  -0.03
79 H 7.317 0.387 -0.986  0.09
80 H 6.918 -1.339 -0.861  0.08
81 H 5.752 -0.117 -0.316  0.08
82 H 7.705 0.133 -3.554  0.09
83 H 6.434 -0.673 -4.501  0.08
84 H 7.394 -1.600 -3.332  0.08
85 H 5.986 1.844 -2.579  0.09
86 H 4.424 1.207 -2.030  0.06
87 H 4.868 1.093 -3.739  0.08
88 H 2.960 -5.543 -4.217  0.09
89 H 1.978 -5.478 -2.744  0.08
90 H 3.462 -6.443 -2.772  0.09
91 H 5.289 -4.471 -4.224  0.09
92 H 5.690 -5.377 -2.748  0.09
93 H 5.841 -3.604 -2.785  0.07
94 H 2.691 -4.033 -0.842  0.08
95 H 4.280 -3.247 -0.863  0.08
96 H 4.161 -5.010 -0.650  0.09
97 H 1.828 -2.537 -5.732  0.08
98 H 1.400 -1.503 -7.114  0.09
99 H 1.155 -0.927 -5.455  0.07
100 H 4.114 -2.764 -6.778  0.09
101 H 5.109 -1.326 -7.058  0.08
102 H 3.702 -1.644 -8.097  0.09
103 H 2.618 1.089 -5.694  0.09
104 H 2.684 0.693 -7.424  0.09
105 H 4.187 0.956 -6.513  0.09

Computed properties:
2S+1	4
HOMO level (spin up / spin down)	-6.69 / -6.86	eV
relative energy (zero: lowest compared OMol25 entry of this formula, charge and spin)	10.1	kcal per mole
E	-4472.50767	Eh